1.
16
Properties=species:S:1:pos:R:3:forces:R:3 method="wB97M-V/def2-TZVPD" homo_ev="-8.671 / -7.267" orbital_gap_ev="8.67 / 5.82" e_tot_ha=-1265.7422 relative_energy_kcal_mol=85.8
C -0.02025 -1.15951 1.42487 0.68 -0.19 -1.30
C 0.81097 -0.18372 0.98224 -0.41 -0.61 2.04
C -1.24481 -1.58353 0.71300 0.43 -0.29 0.89
C -2.04834 -0.76660 0.07911 -0.87 -0.74 -0.39
C 0.61787 0.82939 -0.10867 0.75 0.20 -1.23
C 0.69001 2.13578 0.34590 -0.44 -0.47 -0.69
C 0.64988 0.43459 -1.47065 -0.25 -2.65 0.80
O 0.89578 1.30864 -2.48240 0.08 -2.19 -2.23
Cl -1.68143 -3.31462 0.92844 0.19 0.85 -0.15
Cl -3.53729 -1.08994 -0.63020 0.32 0.42 -0.05
H 0.27495 -1.80005 2.27008 -0.20 0.54 -0.36
H 1.59617 -0.00380 1.77940 -0.50 0.18 -1.50
H 0.36157 3.06912 -0.11445 0.38 -0.57 -0.21
H 1.01997 2.11961 1.34180 0.13 0.88 1.37
H 0.58995 -0.72500 -1.71150 0.17 2.67 0.35
H 1.02501 0.72965 -3.34696 -0.48 1.98 2.66

***

2.
35
Properties=species:S:1:pos:R:3:forces:R:3 method="wB97M-V/def2-TZVPD" homo_ev=-12.517 orbital_gap_ev=10.10 e_tot_ha=-591.3914 total_charge=+1 relative_energy_kcal_mol=0.0
C 0.15283 -0.43641 0.62966 1.99 0.61 -2.66
C 0.05716 -0.61530 -0.89145 1.61 -0.10 -1.10
C -0.81658 -1.75621 2.58608 0.60 1.80 2.38
C 0.88440 0.09269 -3.17291 -3.84 1.72 1.14
C 2.37904 0.66834 0.80496 0.29 -0.20 -3.21
C 0.43647 1.18294 2.29671 0.38 0.45 -0.99
C -2.61018 1.24023 -1.20097 -2.69 1.78 -0.05
C 0.33613 -1.60395 1.55117 -2.00 -2.33 -0.26
N -1.10397 -0.10676 -0.15138 -0.13 -0.78 1.62
N -0.09797 -1.81455 -1.67003 -1.69 1.70 1.78
N 0.65936 0.43127 -1.73022 0.29 1.06 0.75
N 0.91263 0.73827 0.95817 0.00 0.53 0.88
N -1.36520 1.27857 -0.45428 2.25 -1.11 -2.55
H -1.88747 -1.69255 2.39790 0.13 -1.15 -1.41
H -0.89305 -0.83651 3.23372 0.90 -0.50 -0.40
H -0.57237 -2.50275 3.35442 -0.33 -0.23 -0.61
H 0.08451 -0.63225 -3.34674 0.28 0.49 -0.74
H 0.73860 1.01752 -3.72075 -0.20 -0.01 -0.22
H 1.77126 -0.28693 -3.47262 3.15 -1.38 -0.13
H 2.83412 1.37969 0.00433 -1.01 -0.28 1.59
H 3.04767 0.66624 1.62645 -0.02 0.47 1.46
H 2.66070 -0.25930 0.30557 -0.32 -0.53 0.10
H 0.82227 2.23291 2.35490 -0.30 -0.98 0.84
H -0.69792 1.23473 2.17000 1.46 -0.22 0.95
H 0.81884 0.43112 3.08003 -0.87 1.64 -0.69
H -3.38443 1.02163 -0.42081 0.16 0.13 -1.11
H -2.83928 2.28953 -1.67229 0.54 -2.00 0.89
H -2.67151 0.44366 -2.00183 0.61 0.97 1.06
H 0.45223 -2.59112 0.98821 -0.51 1.30 0.29
H 1.31576 -1.56556 2.03643 -0.25 0.57 0.20
H 0.64432 -2.29689 -2.12268 0.55 -0.30 0.37
H -0.86507 -2.29862 -1.26710 -0.30 -1.24 -0.16
H 1.45046 0.90098 -1.24628 -0.72 -0.56 -0.66
H -0.37961 1.31906 -1.41354 0.25 -0.52 0.96
H -1.23890 1.97944 0.29144 -0.25 -0.82 -0.33

***

3.
58
Properties=species:S:1:pos:R:3:forces:R:3 method="wB97M-V/def2-TZVPD" homo_ev=-6.135 orbital_gap_ev=4.38 e_tot_ha=-1762.1841
C 5.51208 -1.56705 2.25555 0.24 0.02 -0.01
C 4.91079 -0.19199 2.05290 0.25 0.03 -0.04
O 3.52322 -0.22148 2.35666 0.01 -0.10 -0.10
C 2.77738 0.74782 1.66707 -0.13 0.10 0.16
C 1.27875 0.44912 1.92630 0.32 0.12 0.06
C 0.49526 0.33635 0.65305 -0.18 0.03 0.03
C 0.46811 -0.80538 -0.15163 -0.63 0.02 0.15
C 1.20170 -2.06038 0.25074 0.13 0.14 -0.22
F 2.53582 -1.83793 0.23312 0.02 -0.06 0.13
F 0.84825 -2.44624 1.50357 0.00 -0.02 0.03
C 0.97205 -3.30013 -0.64901 0.03 -0.21 0.08
F 1.45764 -3.10715 -1.87541 -0.10 -0.06 0.19
F 1.58500 -4.35003 -0.10136 -0.13 0.19 -0.18
F -0.34163 -3.57608 -0.73905 0.16 0.00 0.00
C -0.19619 -0.73036 -1.36585 0.77 -0.03 -0.43
C -0.92599 0.43640 -1.68363 0.10 0.12 0.13
O -1.61357 0.54539 -2.82596 -0.17 0.02 0.11
C -2.72321 -0.35247 -2.97854 -0.07 -0.01 -0.30
C -3.93297 0.11176 -2.16274 -0.10 0.04 0.06
C -4.78579 1.08751 -2.94693 0.26 0.24 -0.02
O -4.75083 -0.99460 -1.80007 0.06 0.01 -0.14
N -0.91931 1.47989 -0.91174 -0.16 -0.09 -0.01
N -0.18005 1.41514 0.20736 0.40 0.11 -0.07
C -0.23048 2.68082 0.94116 -0.01 0.31 -0.01
C -1.40365 2.71336 1.92283 -0.09 0.44 0.12
O -1.52848 1.45424 2.57550 0.02 -0.27 -0.34
C -2.77431 0.88631 2.57765 0.05 0.02 0.18
C -2.69023 -0.61367 2.61829 -0.06 0.07 0.32
O -3.77674 1.53704 2.56343 -0.02 0.01 -0.22
H 6.52156 -1.57386 1.83472 -0.06 0.00 0.05
H 4.93378 -2.33383 1.73928 -0.05 0.07 0.05
H 5.60248 -1.82354 3.31252 -0.17 -0.01 -0.05
H 5.06742 0.13592 1.01735 -0.15 -0.08 0.01
H 5.42340 0.53776 2.69361 -0.11 0.03 -0.02
H 3.01831 1.74952 2.04988 0.01 0.01 -0.13
H 2.99952 0.73531 0.59205 0.06 -0.04 0.06
H 1.22553 -0.48460 2.48178 0.01 0.01 -0.11
H 0.86145 1.21386 2.57190 -0.11 -0.15 -0.02
H -0.21693 -1.55429 -2.06601 -0.02 0.12 0.06
H -2.43629 -1.37983 -2.72434 0.04 0.06 0.12
H -2.94793 -0.32981 -4.04563 0.02 -0.08 0.07
H -3.56843 0.62896 -1.26321 0.05 -0.13 0.01
H -5.57539 1.50963 -2.32604 -0.04 -0.13 -0.05
H -5.21347 0.60784 -3.82939 -0.05 -0.05 0.11
H -4.15035 1.91171 -3.28532 -0.06 -0.04 0.02
H -4.19723 -1.67861 -1.40912 -0.06 0.01 0.07
H 0.73974 2.89754 1.38330 -0.11 -0.19 0.12
H -0.41354 3.45366 0.19532 0.10 -0.10 -0.02
H -1.23721 3.50805 2.65392 0.01 -0.10 0.02
H -2.32491 2.96070 1.39307 0.00 -0.20 0.04
H -3.69603 -1.02661 2.63792 0.06 0.02 -0.06
H -2.13104 -0.99005 1.76000 -0.01 0.04 0.02
H -2.16200 -0.91940 3.52476 0.04 0.00 -0.10
C 1.83703 0.53785 -3.42739 -0.62 -0.31 -0.28
O 2.45455 1.68984 -3.46047 -0.02 -0.01 0.37
H 0.77321 0.52584 -3.79142 0.12 0.14 -0.07
H 2.30632 -0.32362 -3.96912 0.23 0.08 0.15
H 1.71380 0.08787 -2.35717 -0.10 -0.15 -0.08

***

4.
8
Properties=species:S:1:pos:R:3:forces:R:3 method="wB97M-V/def2-TZVPD" homo_ev=-3.125 orbital_gap_ev=7.79 e_tot_ha=-191.5675 total_charge=-1 relative_energy_kcal_mol=2.9
O -0.46663 -1.07037 1.40652 -0.04 0.12 0.32
H -0.68483 -2.00385 1.50638 0.03 0.19 -0.23
C 0.59120 1.15483 -0.71494 -0.09 -0.03 -0.11
O -0.17272 0.00316 -0.83099 -0.17 0.53 -0.47
H 0.32327 1.79224 0.13270 -0.06 -0.11 0.40
H 0.44795 1.81522 -1.58078 0.08 -0.15 -0.27
H 1.66375 0.92764 -0.63647 0.16 0.12 0.03
H -0.34421 -0.41236 0.10782 0.09 -0.66 0.31

***

5.
81
Properties=species:S:1:pos:R:3:forces:R:3 method="wB97M-V/def2-TZVPD" homo_ev=-9.833 orbital_gap_ev=4.81 e_tot_ha=-1656.8856 total_charge=+1 relative_energy_kcal_mol=26.4
C 3.84067 -0.85073 2.18680 -0.31 0.02 -0.37
C 3.06123 0.05319 2.92393 0.23 -0.47 0.14
C 1.68408 0.06438 2.77114 -0.13 0.14 -0.62
C 1.06669 -0.67872 1.73508 0.97 -0.32 0.71
C -0.31576 -0.46211 1.35670 -0.44 -0.46 0.30
C -1.05251 0.66898 1.71399 -0.62 -0.05 0.31
N -2.41944 0.59899 1.87878 1.40 0.15 -0.43
C -3.05039 -0.71603 1.77979 -0.36 -0.53 -0.09
C -4.41669 -0.71961 2.45486 0.14 0.04 -0.21
C -5.28089 0.31643 1.74790 -0.26 -0.01 0.36
C -4.65507 1.68442 1.97738 0.10 0.10 0.03
C -3.22921 1.74735 1.44045 -0.26 0.44 -0.20
C -0.39943 1.99144 1.98738 -0.11 0.44 0.22
C 0.61062 2.44622 1.13229 -0.33 -0.06 0.03
C 1.27721 3.64615 1.36384 -0.24 0.13 0.32
C 0.93849 4.42451 2.48150 0.09 -0.46 0.02
C -0.05645 3.97614 3.36445 -0.09 -0.14 -0.23
C -0.74193 2.78311 3.11096 0.21 -0.24 -0.30
C 1.83507 -1.70594 1.14089 -0.35 0.47 -0.29
C 3.20932 -1.74985 1.30720 0.45 0.07 0.66
H 4.92302 -0.88229 2.31874 -0.30 0.04 -0.05
H 3.52511 0.72569 3.64820 -0.10 -0.32 -0.13
H 1.05343 0.66549 3.42728 0.38 0.01 -0.30
H -0.86056 -1.37087 1.09727 0.16 0.49 0.19
H -3.17390 -0.97680 0.70874 0.02 -0.03 0.65
H -2.41805 -1.48187 2.25223 -0.06 0.44 -0.16
H -4.84427 -1.72769 2.39834 0.09 0.17 -0.04
H -4.29168 -0.46808 3.52043 -0.13 -0.06 -0.27
H -5.30986 0.09450 0.67065 -0.07 0.01 0.15
H -6.30684 0.29087 2.12679 0.08 0.05 -0.11
H -5.24045 2.47614 1.50136 0.09 -0.04 0.04
H -4.62525 1.90100 3.05451 -0.12 -0.06 -0.15
H -2.76637 2.67814 1.78941 -0.06 -0.38 -0.21
H -3.23464 1.78331 0.33186 -0.06 -0.09 0.37
H 0.84749 1.81873 0.27550 -0.05 0.32 0.54
H 2.06563 3.96814 0.68203 -0.23 -0.03 0.20
H 1.48456 5.34751 2.69196 -0.26 -0.29 -0.10
H -0.30687 4.55727 4.25754 0.11 -0.19 -0.39
H -1.53229 2.43918 3.79143 0.41 0.14 -0.26
H 1.33056 -2.44019 0.50642 0.33 0.40 0.19
H 3.80340 -2.49915 0.77897 -0.20 0.17 0.21
C 6.28919 -0.86405 -1.67152 0.00 0.12 0.11
N 5.24885 -0.89256 -2.68183 -0.16 0.41 0.12
C 5.63359 -1.19937 -4.04509 -0.36 -0.51 -0.06
C 3.91332 -0.85992 -2.31722 0.20 -0.19 0.27
C 3.40152 0.24165 -1.58927 -0.30 0.07 -0.19
C 2.03729 0.36673 -1.41353 0.61 0.04 0.28
C 1.16762 -0.72216 -1.63725 -0.47 -0.23 -0.01
C -0.23123 -0.69199 -1.27151 1.19 -0.01 -0.99
C -1.05707 -1.89652 -1.22151 -1.63 -0.10 0.03
C -2.42194 -1.51752 -1.47174 0.70 -0.95 0.11
C -3.43993 -2.46680 -1.54659 0.47 0.56 -0.20
C -3.10028 -3.81761 -1.39546 0.40 0.00 0.32
C -1.78884 -4.18764 -1.04436 -0.32 0.28 -0.19
C -0.76894 -3.22877 -0.93847 -0.17 -0.14 -0.12
C -2.45132 -0.07304 -1.68487 0.55 0.82 -0.35
C -1.10568 0.42787 -1.58014 -1.82 0.30 0.05
C -0.86176 1.75653 -1.92118 -0.09 -0.16 -0.04
C -1.90198 2.52491 -2.45284 -0.20 -0.08 -0.04
C -3.20393 2.01818 -2.57568 0.29 0.08 0.40
C -3.50501 0.73215 -2.10838 0.50 -0.38 -0.09
C 1.70620 -1.85634 -2.29934 0.14 -0.12 0.20
C 3.03259 -1.90305 -2.67934 -0.12 0.25 -0.26
H 5.87105 -0.49390 -0.72761 0.17 -0.07 -0.20
H 6.69222 -1.87697 -1.49190 -0.09 0.26 -0.04
H 7.11354 -0.21271 -1.98667 -0.13 -0.10 0.12
H 4.88834 -0.78086 -4.73370 0.22 -0.11 0.13
H 6.60580 -0.74419 -4.26566 -0.20 -0.09 0.12
H 5.69714 -2.28296 -4.22321 0.16 0.13 -0.11
H 4.08129 1.03536 -1.26718 -0.28 -0.20 -0.30
H 1.65353 1.31937 -1.06728 0.26 -0.44 0.08
H -4.45837 -2.12949 -1.76696 0.33 -0.36 0.06
H -3.86263 -4.58533 -1.53515 0.23 0.20 0.15
H -1.55762 -5.23704 -0.86991 -0.05 0.26 -0.05
H 0.23296 -3.53507 -0.64645 -0.26 -0.06 -0.13
H 0.12657 2.18509 -1.80238 -0.24 0.08 -0.26
H -1.68546 3.53435 -2.79857 -0.09 -0.21 0.12
H -3.98051 2.62672 -3.03513 0.16 -0.08 0.20
H -4.51514 0.31744 -2.13443 0.26 0.24 -0.20
H 1.05631 -2.69285 -2.54676 0.17 0.23 0.04
H 3.42098 -2.75496 -3.23897 -0.15 0.25 0.15

***

6.
9
Properties=species:S:1:pos:R:3:forces:R:3 method="wB97M-V/def2-TZVPD" homo_ev=-9.711 orbital_gap_ev=10.69 e_tot_ha=-209.1048 relative_energy_kcal_mol=73.8
C -1.42448 -0.50961 -0.00735 -0.59 -1.37 -0.55
C -0.54059 0.70522 0.03474 -0.63 0.70 -0.98
N 0.71892 0.67150 -0.05983 0.59 0.70 0.78
O 1.27750 -0.59640 0.03482 0.80 -0.02 -0.45
H -0.76736 -1.32754 -0.63880 -2.07 1.80 1.79
H -1.48595 -0.80471 1.11969 -0.38 -0.12 -2.13
H -2.54703 -0.34366 -0.52867 3.28 -0.35 1.66
H -0.89497 1.76080 0.07372 -0.08 -1.00 -0.17
H 2.23331 -0.38785 -0.05007 -0.92 -0.33 0.06